ORCA calculation (ωB97M-V/def2-TZVPD) on a structure of composition C9H25N5Pt at a distorted geometry.

Geometry as ORCA input:
```
! RIJCOSX wB97M-V def2-TZVPD def2/J DEFGRID3
* xyz 2 1
Pt -0.5969 -0.2372 0.2056
C 2.0095 1.2067 1.3211
C 2.2789 0.5057 -0.0306
N 1.1679 0.6733 -0.9676
C 0.9297 2.0578 -1.3994
C -0.5700 2.3673 -1.5233
N -1.3548 1.7935 -0.4179
C -1.4036 2.5376 0.8479
C -0.0664 2.5564 1.6032
N 0.5779 1.2291 1.6763
H 2.4096 2.2225 1.3023
H 2.5761 0.6660 2.0794
H 2.4136 -0.5661 0.1385
H 3.2139 0.8921 -0.4564
H 1.3178 0.0772 -1.7798
H 1.4081 2.2539 -2.3632
H 1.3833 2.7302 -0.6771
H -0.9476 1.9440 -2.4570
H -0.6980 3.4548 -1.5715
H -2.3173 1.6870 -0.7361
H -2.1653 2.0568 1.4715
H -1.7125 3.5767 0.6753
H -0.2737 2.9374 2.6051
H 0.6066 3.2699 1.1268
H 0.4738 0.8818 2.6243
N -1.3703 -1.6623 -1.4677
C -0.5074 -2.8517 -1.5703
C -0.6836 -3.7835 -0.3750
C -0.0641 -3.2523 0.9137
N -0.8227 -2.1156 1.4755
H -2.3332 -1.9610 -1.3117
H -1.3597 -1.1578 -2.3503
H 0.5377 -2.5276 -1.6341
H -0.7401 -3.4048 -2.4862
H -0.2043 -4.7339 -0.6101
H -1.7445 -3.9937 -0.2206
H 0.9641 -2.9305 0.7233
H -0.0226 -4.0682 1.6409
H -0.5035 -1.9506 2.4310
H -1.8061 -2.3809 1.5443
*
```

Results
Energy = -20420.8871 eV
LUMO level (spin up / spin down) = -7.507 / -7.537 eV
Highest occupied orbital energy (spin up / spin down) = -14.861 / -14.889 eV